Run w
Entry from the OMol25 dataset: an isolated molecule of C2H3OPS (ωB97M-V/def2-TZVPD).

Properties
total charge: 0

Atoms and positions in Å:
C -1.82 -0.50 0.12
C 1.49 1.03 -0.77
O -0.76 -0.93 -0.56
P 0.55 -1.83 -0.15
S 2.09 -0.11 0.20
H -2.25 0.40 -0.44
H 2.03 1.88 -0.80
H 0.50 -1.96 1.23

***

Run x
Entry from the OMol25 dataset: a cluster of 2 separate species, C2H3OPS in total (ωB97M-V/def2-TZVPD).

Properties
structure (SMILES): O=[PH]=S.C#C
total charge: 0

Atoms and positions in Å:
O -1.28 1.73 -0.19
P -1.20 0.45 0.52
S -2.31 -1.10 0.10
H -0.30 0.82 1.62
C 1.68 -0.33 -0.08
C 0.77 -0.40 -0.87
H 2.63 -0.26 0.34
H -0.01 -0.91 -1.42

***

Run y
Entry from the OMol25 dataset: a cluster of 2 separate species, C2H3OPS in total (ωB97M-V/def2-TZVPD).

Properties
total charge: 0

Atoms and positions in Å:
C 2.99 2.31 0.23
C 2.77 1.38 -0.52
O -2.56 -3.40 0.37
P -2.76 -0.53 0.21
S -3.30 -2.28 0.95
H 2.79 3.15 0.80
H 3.16 0.54 -0.97
H -3.09 -1.17 -1.06

***

Of the structures shown above, run x is the most stable.